No. 1
# C5H13NO2

3 unconnected molecules or ions with the total composition C5H13NO2 (ωB97M-V with the def2-TZVPD basis set, the OMol25 dataset).

XYZ file:
```
21
Properties=species:S:1:pos:R:3:nbo_charge:R:1
C 0.50 -0.70 -0.19 0.8092
C -0.02 0.72 -1.74 -0.4384
C 0.20 1.25 1.19 -0.4381
C 0.01 -1.38 2.20 -0.5710
C -1.50 0.78 -1.99 -0.6523
N -0.27 0.01 0.61 -0.4311
O -0.01 -1.83 -0.72 -0.6836
O 1.86 -0.77 -0.15 -0.7208
H 0.70 -2.48 -0.80 0.4929
H 2.23 -0.01 0.32 0.4915
H 0.55 0.13 -2.45 0.1864
H 0.47 1.66 -1.52 0.1719
H -0.52 2.04 0.96 0.2138
H 1.18 1.61 0.87 0.1676
H 0.25 1.20 2.28 0.2165
H 0.92 -1.11 2.73 0.1740
H 0.00 -2.41 1.86 0.1899
H -0.90 -1.09 2.71 0.1923
H -1.92 -0.22 -2.00 0.2182
H -1.73 1.24 -2.95 0.2076
H -2.01 1.35 -1.21 0.2035
```

Results
HOMO (alpha / beta): -6.79 / -6.99 eV
maximum force: 0.084 hartree/bohr
orbital gap (alpha / beta): 7.42 / 7.63 eV
E: -403.3568 hartree

***

No. 2
# C5H13NO2

C5H13NO2 in the gas phase (ωB97M-V with the def2-TZVPD basis set, the OMol25 dataset).

XYZ file:
```
21
Properties=species:S:1:pos:R:3:nbo_charge:R:1
C 1.24 -1.71 -0.35 -0.5998
C 1.21 2.00 0.02 -0.6575
C -2.40 -0.77 0.15 -0.4419
C 1.61 -0.38 0.33 -0.4732
C 0.58 0.60 -0.13 0.5583
N -1.83 0.60 0.25 -0.3733
O -0.11 0.33 -1.39 -0.7517
O -0.63 0.57 0.96 -0.4516
H 1.91 -2.57 -0.14 0.2053
H 1.10 -1.48 -1.35 0.2275
H 0.25 -2.08 0.03 0.1953
H 0.43 2.74 0.12 0.2187
H 1.74 1.96 0.97 0.2134
H 1.88 2.22 -0.88 0.2269
H -1.90 -1.48 0.75 0.2123
H -3.54 -0.77 0.32 0.1968
H -2.39 -1.07 -0.88 0.1994
H 1.71 -0.42 1.37 0.2281
H 2.63 -0.07 0.02 0.2124
H -2.47 1.22 0.88 0.3762
H -1.01 0.54 -1.05 0.4786
```

Results
HOMO: -9.41 eV
maximum force: 0.070 hartree/bohr
orbital gap: 10.35 eV
structure (SMILES): CC[C@@](C)(O)ONC
E: -403.4312 hartree

***

No. 3
# C5H13NO2

3 unconnected molecules or ions with the total composition C5H13NO2 (ωB97M-V with the def2-TZVPD basis set, the OMol25 dataset).

XYZ file:
```
21
Properties=species:S:1:pos:R:3:nbo_charge:R:1
C 1.79 0.42 0.26 0.3001
C 2.05 -2.42 -0.19 -0.2279
O 0.88 -1.74 -0.33 -0.8737
O 1.82 1.73 0.37 -0.6271
H 1.61 1.99 1.28 0.4972
H 1.94 0.06 -0.74 0.2300
H 2.00 -0.20 1.11 0.2000
H 2.10 -3.08 0.70 0.1345
H 2.31 -3.04 -1.08 0.1496
H 2.94 -1.73 -0.08 0.0928
C -1.59 2.12 -0.08 -0.6719
C -2.49 -0.24 -0.47 -0.6859
C -1.42 0.64 0.12 0.3560
N -0.41 0.19 0.75 -0.6580
H -0.30 -0.84 0.70 0.4215
H -2.54 2.45 0.34 0.2262
H -1.62 2.36 -1.15 0.2278
H -0.78 2.68 0.38 0.2177
H -3.45 -0.04 0.01 0.2232
H -2.60 -0.03 -1.53 0.2281
H -2.24 -1.30 -0.35 0.2401
```

Results
HOMO (alpha / beta): -7.64 / -7.64 eV
maximum force: 0.010 hartree/bohr
orbital gap (alpha / beta): 7.46 / 7.46 eV
E: -403.3840 hartree

***

No. 4
# C5H13NO2

C5H13NO2 in the gas phase (ωB97M-V with the def2-TZVPD basis set, the OMol25 dataset).

XYZ file:
```
21
Properties=species:S:1:pos:R:3:nbo_charge:R:1
C 1.28 -0.28 2.44 -0.4158
N 0.11 -0.62 1.61 -0.6342
C -0.21 0.25 0.48 -0.0885
C 0.87 0.16 -0.59 0.0918
C 0.89 -1.13 -1.44 -0.6430
O 0.79 1.29 -1.45 -0.7356
C -1.56 -0.28 -0.05 -0.0610
O -2.04 0.73 -0.95 -0.7556
H 1.11 -0.76 3.40 0.2037
H 1.48 0.79 2.48 0.1817
H 2.14 -0.80 2.02 0.1885
H -0.71 -0.76 2.16 0.3577
H -0.44 1.30 0.73 0.1858
H 1.88 0.19 -0.16 0.1796
H 0.57 -1.97 -0.81 0.2122
H 1.87 -1.37 -1.85 0.2180
H 0.24 -1.04 -2.31 0.2088
H -0.13 1.52 -1.61 0.4849
H -1.34 -1.20 -0.58 0.1784
H -2.32 -0.46 0.71 0.1640
H -2.74 0.44 -1.52 0.4785
```

Results
HOMO: -8.96 eV
maximum force: 0.039 hartree/bohr
orbital gap: 9.73 eV
structure (SMILES): CN[C@H](CO)[C@@H](C)O
E: -403.5101 hartree

***

No. 5
# C5H13NO2

2 unconnected molecules or ions with the total composition C5H13NO2 (ωB97M-V with the def2-TZVPD basis set, the OMol25 dataset).

XYZ file:
```
21
Properties=species:S:1:pos:R:3:nbo_charge:R:1
C 1.53 0.55 -0.28 -0.2198
C 0.94 1.08 -1.58 -0.4654
C -0.27 1.87 -1.35 -0.1936
C -0.74 2.49 -0.28 -0.4019
N 0.69 -0.61 0.11 -0.6958
C 0.31 -0.85 1.49 0.0985
O 0.12 -2.24 1.59 -0.7515
H 1.63 1.31 0.60 0.1824
H 2.55 0.14 -0.26 0.1949
H 1.72 1.69 -2.13 0.2325
H 0.72 0.24 -2.33 0.2183
H -0.93 1.85 -2.26 0.1966
H -1.70 3.17 -0.24 0.2168
H -0.10 2.58 0.70 0.1889
H -0.12 -0.75 -0.55 0.4034
H 1.12 -0.54 2.25 0.1520
H -0.71 -0.49 1.85 0.1680
H 0.80 -2.71 1.17 0.4706
H -1.93 -2.16 0.58 0.4954
H -2.78 -1.76 -0.75 0.4774
O -2.09 -1.40 -0.02 -0.9677
```

Results
HOMO: -8.45 eV
maximum force: 0.072 hartree/bohr
orbital gap: 9.22 eV
structure (SMILES): C=CCCNCO.O
E: -403.4574 hartree

***

No. 6
# C5H13NO2

C5H13NO2 in the gas phase (ωB97M-V with the def2-TZVPD basis set, the OMol25 dataset).

XYZ file:
```
21
Properties=species:S:1:pos:R:3:nbo_charge:R:1
C 1.14 1.55 -0.08 0.1077
O -0.89 0.43 -1.29 -0.7765
O 0.31 2.66 -0.05 -0.7259
H -0.60 2.32 -0.08 0.4893
H -0.49 0.44 -2.16 0.4752
H 2.00 1.70 0.56 0.1668
H 1.52 1.38 -1.09 0.1562
C -0.16 0.52 1.84 -0.4169
C -1.30 -1.43 0.17 -0.6348
C 0.78 -1.37 -1.21 -0.6374
C -0.21 -0.52 -0.40 0.4102
N 0.52 0.24 0.59 -0.4890
H -1.10 1.08 1.71 0.1629
H 0.50 1.13 2.45 0.2112
H -0.40 -0.41 2.37 0.2043
H -1.75 -1.99 -0.65 0.2220
H -0.88 -2.12 0.89 0.2126
H 1.56 -0.76 -1.66 0.2089
H -2.08 -0.83 0.64 0.2203
H 0.26 -1.91 -1.99 0.2056
H 1.27 -2.08 -0.54 0.2272
```

Results
HOMO: -8.79 eV
maximum force: 0.056 hartree/bohr
orbital gap: 9.60 eV
structure (SMILES): CN(CO)C(C)(C)O
E: -403.5133 hartree

***

No. 7
# C5H13NO2

2 unconnected molecules or ions with the total composition C5H13NO2 (ωB97M-V with the def2-TZVPD basis set, the OMol25 dataset).

XYZ file:
```
21
Properties=species:S:1:pos:R:3:nbo_charge:R:1
C 1.53 0.07 -1.16 -0.2175
N 0.23 -0.41 -0.71 -0.6498
C -0.83 0.63 -0.68 -0.2295
C -1.29 1.03 0.76 -0.5637
C -2.64 0.46 1.06 0.4532
O -3.00 -0.57 0.54 -0.5366
C 2.60 -0.16 -0.02 -0.6281
H 1.89 -0.41 -2.17 0.1799
H 1.48 1.12 -1.44 0.1771
H -0.08 -1.06 -1.42 0.3677
H -1.65 0.38 -1.37 0.2110
H -0.48 1.48 -1.29 0.1871
H -0.46 0.70 1.42 0.2814
H -1.34 2.12 0.95 0.2217
H -3.18 0.98 1.85 0.1196
H 2.26 -0.90 0.67 0.2193
H 3.51 -0.57 -0.56 0.2021
H 2.95 0.79 0.33 0.2109
H 0.27 -2.16 0.81 0.4939
H -1.27 -1.52 1.07 0.4915
O -0.50 -1.99 1.36 -0.9912
```

Results
HOMO: -9.14 eV
maximum force: 0.070 hartree/bohr
orbital gap: 9.92 eV
structure (SMILES): CCNCCC=O.O
E: -403.4710 hartree

***

No. 8
# C5H13NO2

A molecular structure, C5H13NO2 (ωB97M-V with the def2-TZVPD basis set, the OMol25 dataset).

XYZ file:
```
21
Properties=species:S:1:pos:R:3:nbo_charge:R:1
C -0.63 0.62 -2.04 -0.6123
C 0.02 -0.22 -0.90 -0.0975
C -0.84 -0.02 0.44 -0.1946
C -0.06 0.56 1.62 -0.3720
C 0.04 2.01 1.53 0.2317
O -0.34 2.62 0.52 -0.6230
N 0.23 -1.62 -1.08 -0.8131
H -1.68 0.32 -2.05 0.1945
H -0.57 1.67 -1.79 0.2390
H -0.15 0.46 -3.00 0.2240
H 1.02 0.23 -0.82 0.2275
H -1.13 -1.13 0.50 0.0409
H -1.74 0.58 0.26 0.2407
H 0.97 1.16 1.16 0.3223
H 0.21 -0.16 2.37 0.2761
H 0.22 2.52 2.48 0.1708
H -0.39 -2.11 -1.72 0.3506
H -1.32 -1.82 1.02 0.2682
H 2.69 -2.32 0.71 0.4646
H 1.37 -1.77 0.05 0.4946
O 2.09 -1.57 0.75 -1.0329
```

Results
HOMO: -8.05 eV
maximum force: 0.076 hartree/bohr
orbital gap: 6.00 eV
E: -403.2135 hartree

***

No. 9
# C5H13NO2

2 unconnected molecules or ions with the total composition C5H13NO2 (ωB97M-V with the def2-TZVPD basis set, the OMol25 dataset).

XYZ file:
```
21
Properties=species:S:1:pos:R:3:nbo_charge:R:1
O 1.14 -1.26 0.93 -0.5229
C 0.29 -1.73 0.21 0.4410
C -0.39 -0.97 -0.90 -0.1591
C -0.51 0.56 -0.66 -0.2348
C -1.34 1.23 -1.72 -0.6103
C -1.05 0.85 0.75 -0.6187
N -1.66 -1.67 -1.19 -0.8310
H -0.03 -2.78 0.34 0.1224
H 0.17 -1.06 -1.82 0.2164
H 0.54 0.88 -0.66 0.2196
H -1.12 2.29 -1.80 0.2211
H -1.07 0.85 -2.70 0.1993
H -2.42 1.11 -1.61 0.2079
H -1.64 0.01 1.13 0.1876
H -1.68 1.73 0.84 0.2101
H -0.28 0.98 1.49 0.2349
H -1.99 -1.40 -2.10 0.3632
H -2.34 -1.46 -0.52 0.3527
H 3.48 1.35 1.83 0.4804
H 3.75 2.57 2.83 0.4745
O 3.15 2.18 2.18 -0.9543
```

Results
HOMO: -9.58 eV
maximum force: 0.039 hartree/bohr
orbital gap: 10.42 eV
structure (SMILES): CC(C)[C@H](N)C=O.O
E: -403.5206 hartree

***

No. 10
# C5H13NO2

3 unconnected molecules or ions with the total composition C5H13NO2 (ωB97M-V with the def2-TZVPD basis set, the OMol25 dataset).

XYZ file:
```
21
Properties=species:S:1:pos:R:3:nbo_charge:R:1
C -0.21 1.29 -1.69 -0.0995
C -0.05 -0.18 -1.90 -0.6619
C 0.75 2.19 -1.92 -0.4886
O 0.74 1.41 0.88 -0.9977
H 0.89 0.53 1.25 0.4885
H -1.19 1.61 -1.34 0.1982
H 0.52 3.25 -1.92 0.2075
H -0.30 -0.73 -1.00 0.2258
H -0.72 -0.51 -2.70 0.2223
H 0.97 -0.42 -2.19 0.2077
H 1.68 1.91 -2.38 0.1923
H 1.28 1.58 0.02 0.4894
C -1.80 -0.49 1.74 -0.2645
C 1.13 -2.34 1.57 -0.1253
O -0.98 -1.60 1.41 -0.3981
N 0.35 -1.36 1.72 -0.1539
H -2.77 -0.72 1.33 0.1934
H -1.87 -0.36 2.82 0.1797
H -1.41 0.43 1.29 0.2108
H 2.17 -2.16 1.80 0.1951
H 0.82 -3.31 1.21 0.1788
```

Results
HOMO: -9.40 eV
maximum force: 0.055 hartree/bohr
orbital gap: 10.40 eV
structure (SMILES): C=NOC.C=CC.O
E: -403.4236 hartree

***

No. 11
# C5H13NO2

3 unconnected molecules or ions with the total composition C5H13NO2 (ωB97M-V with the def2-TZVPD basis set, the OMol25 dataset).

XYZ file:
```
21
Properties=species:S:1:pos:R:3:nbo_charge:R:1
C 0.66 -1.38 -2.96 -0.4099
N -0.30 -1.11 -1.88 -0.6125
C 0.20 -0.74 -0.62 0.0255
C -0.52 -0.89 0.50 -0.3411
C 0.13 -0.56 1.79 -0.1854
C -0.54 -0.59 2.94 -0.4307
H 0.61 -2.44 -3.21 0.1946
H 0.49 -0.70 -3.78 0.1979
H 1.70 -1.26 -2.62 0.1913
H -0.99 -1.84 -1.81 0.3772
H 1.23 -0.40 -0.55 0.2009
H -1.54 -1.17 0.69 0.2144
H 1.21 -0.47 1.77 0.1937
H -0.11 -0.54 3.93 0.1964
H -1.62 -0.65 2.95 0.1860
H 0.72 2.29 1.65 0.4802
H 1.76 2.97 0.86 0.4658
O 1.02 2.35 0.74 -0.9424
H -1.41 1.67 -0.39 0.4696
H -0.98 3.03 -0.10 0.4736
O -1.73 2.44 0.10 -0.9449
```

Results
HOMO: -7.59 eV
maximum force: 0.050 hartree/bohr
orbital gap: 8.26 eV
structure (SMILES): C=C/C=C/NC.O.O
E: -403.4825 hartree